A molecular structure, C19H14BeFN5O6, computed with the ωB97M-V functional and the def2-TZVPD basis.

Atoms and positions in Å:
C -0.212 1.407 -1.241
C 2.771 2.927 -2.389
O 2.408 4.077 -2.299
N 4.107 2.574 -2.351
C 0.461 2.128 -2.432
N 0.020 -0.684 1.341
C 1.414 -3.993 -1.731
N 0.289 -2.307 -0.489
H 4.744 3.346 -2.218
O -2.197 -0.569 0.530
H -5.912 1.808 4.748
H 1.737 -1.302 2.381
C 1.327 -2.250 0.380
H -0.505 -3.124 -2.193
H 3.249 -3.016 0.936
C -3.055 0.544 2.473
C 2.470 -3.962 -0.832
H -3.553 2.287 5.344
C 2.431 -3.078 0.232
C 4.686 1.308 -2.412
C -5.111 1.460 4.109
C -5.416 0.758 2.963
O -0.312 0.111 -1.358
H 1.634 -0.184 -2.909
C -2.773 1.273 3.636
H 3.325 -4.610 -0.970
C 0.346 -3.139 -1.523
C 1.112 -1.328 1.495
H 1.415 -4.667 -2.576
H -1.736 1.468 3.869
C 3.681 0.295 -2.680
N 1.897 1.855 -2.546
C -4.399 0.303 2.123
C -3.785 1.729 4.447
Be -0.749 -0.841 -0.176
C 2.374 0.581 -2.727
H -0.047 1.856 -3.359
H -6.439 0.544 2.686
N -0.736 -0.037 2.225
O -4.762 -0.367 1.018
H 0.369 3.195 -2.265
C -1.961 -0.013 1.686
O 5.874 1.140 -2.269
H -3.955 -0.595 0.522
F 4.109 -0.960 -2.894
O -0.634 2.053 -0.306

Output
Frontier orbital gap ... 0.26289 Eh
E_HOMO ... -8.4 eV

Atom charges from the Löwdin analysis, given in e for atoms 1 to 4:
1. C -0.5328
2. C -0.4579
3. O 0.0939
4. N 0.2157